(1)
The molecule C2H3N in a non-equilibrium geometry, computed with wB97M-V/def2-TZVPD.

Values from the calculation:
- HOMO-LUMO gap (eV) = 12.64
- total charge = 0
- ΔE to the lowest compared entry with this formula, charge and spin (kcal/mol) = 0.93
- LUMO (Ha) = 0.029
- structure (SMILES) = CC#N

Geometry as XYZ:
```
6
Properties=species:S:1:pos:R:3:forces:R:3
C 0.3601 0.1985 -0.3102 -1.337 0.106 0.255
C -0.6281 -0.4061 0.6087 0.725 0.209 -0.469
N -1.3802 -0.8849 1.3255 -0.291 -0.135 0.233
H -0.1900 0.5015 -1.2032 0.175 -0.144 -0.109
H 1.1205 -0.5275 -0.5644 0.276 0.120 0.050
H 0.7177 1.1186 0.1436 0.452 -0.155 0.040
```
Positions in Å, forces in eV/Å.

---

(2)
A cluster of 2 separate species, C6H13N in total, computed with wB97M-V/def2-TZVPD.

Values from the calculation:
- HOMO-LUMO gap (eV) = 7.95
- total charge = 0
- ΔE to the lowest compared entry with this formula, charge and spin (kcal/mol) = 80.53
- LUMO (Ha) = 0.036

Geometry as XYZ:
```
20
Properties=species:S:1:pos:R:3:forces:R:3
C 1.6956 -0.5570 2.1599 -0.017 -0.066 0.016
C 0.9274 0.4432 1.3210 0.239 0.116 0.219
N 0.7417 0.1190 -0.0930 -0.151 0.028 -0.006
C 1.4294 -0.1887 -1.1513 -0.023 -0.033 -0.031
C -0.3583 0.1420 0.6493 0.137 -0.220 -0.102
C -1.6514 1.2177 -2.3262 -0.009 0.002 -0.018
C -1.3873 -0.9279 0.7889 -0.107 0.002 -0.017
H 2.7792 -0.4099 2.1005 -0.153 -0.001 -0.009
H 1.3978 -0.4379 3.2076 0.059 -0.013 -0.134
H 1.4647 -1.5836 1.8569 0.047 0.150 0.025
H 1.1712 1.4905 1.5213 -0.067 -0.139 -0.018
H 0.9261 -0.6469 -1.9947 0.056 0.043 0.142
H -0.9186 1.7537 -2.9345 -0.115 -0.079 0.074
H 2.4722 0.0982 -1.1976 -0.148 -0.033 0.041
H -1.3801 1.2961 -1.2687 -0.054 0.005 -0.202
H -2.6432 1.6486 -2.4845 0.142 -0.060 0.015
H -1.6654 0.1643 -2.6229 -0.002 0.165 0.030
H -0.9463 -1.9125 1.0210 -0.021 0.136 -0.047
H -1.9612 -1.0315 -0.1385 0.089 0.030 0.144
H -2.0935 -0.6773 1.5854 0.098 -0.033 -0.120
```
Positions in Å, forces in eV/Å.

---

(3)
A cluster of 2 separate species, CHNO in total in a non-equilibrium geometry, computed with wB97M-V/def2-TZVPD.

Values from the calculation:
- HOMO-LUMO gap (spin up / spin down) (eV) = 10.19 / 10.18
- total charge = 0
- ΔE to the lowest compared entry with this formula, charge and spin (kcal/mol) = 111.70
- LUMO (spin up / spin down) (Ha) = -0.045 / -0.046

Geometry as XYZ:
```
4
Properties=species:S:1:pos:R:3:forces:R:3
C 2.8601 -0.0032 0.3114 -0.611 -0.245 0.117
N -2.6004 0.1092 -0.0114 -1.830 -0.707 2.810
O 1.8254 -0.4146 0.5023 0.606 0.247 -0.119
H -2.0851 0.3086 -0.8023 1.834 0.706 -2.808
```
Positions in Å, forces in eV/Å.

---

(4)
A cluster of 8 separate species, C54H49BN3O16 in total in a non-equilibrium geometry, computed with wB97M-V/def2-TZVPD.

Values from the calculation:
- HOMO-LUMO gap (eV) = 5.58
- total charge = +1
- LUMO (Ha) = -0.207

Geometry as XYZ:
```
123
Properties=species:S:1:pos:R:3:forces:R:3
C 3.2388 4.5050 5.6648 0.178 -0.709 0.534
C 3.6292 3.1460 5.0259 -0.161 1.753 0.437
O 2.5422 2.7532 4.1541 0.016 -0.102 0.710
N 2.2235 1.3850 4.1829 0.326 -0.970 -0.702
C 3.3478 0.4898 3.9155 0.279 -0.217 -0.191
C 2.9233 -0.8674 3.3902 0.408 0.548 0.276
C 3.9248 -1.7548 3.0321 1.263 0.699 0.379
C 3.6469 -3.0070 2.5897 -0.019 -0.081 -0.035
C 2.3142 -3.3981 2.5000 0.337 -1.963 -1.058
C 2.0119 -4.8187 2.0450 -0.154 0.470 1.125
C 1.3013 -2.5434 2.8088 0.039 0.573 0.274
C 1.6314 -1.2626 3.2579 -1.612 0.054 0.102
C 1.4785 1.0490 5.3209 -0.877 0.614 0.195
N 0.1198 0.9984 5.2047 0.331 1.333 0.661
N 2.0461 0.8220 6.5347 0.139 -0.457 -1.132
B 2.1856 -0.6412 6.9963 1.124 -1.091 0.595
C 1.1111 -1.7598 6.7622 -0.278 0.436 0.614
O 3.3135 -0.9496 7.7017 -0.257 0.115 -0.560
H 2.1534 4.6233 5.6822 0.108 0.156 -0.276
H 3.7433 5.3493 5.2005 -0.294 0.000 -0.108
H 3.5411 4.4721 6.7173 0.093 0.196 -0.142
H 4.5248 3.3313 4.4293 -0.008 -0.610 -0.034
H 3.8068 2.4525 5.8465 -0.041 -0.376 -0.424
H 3.9959 0.3215 4.7916 -0.044 0.304 -0.040
H 3.9519 0.9746 3.1431 -0.105 0.175 0.183
H 4.9611 -1.4308 3.1241 -0.073 -0.068 -0.052
H 4.4679 -3.6614 2.3214 -0.199 -0.152 -0.032
H 0.9422 -4.9868 2.1886 0.089 -0.231 -0.453
H 2.3544 -5.0341 1.0339 -0.120 -0.002 0.057
H 2.5090 -5.4769 2.7669 0.036 -0.196 -0.373
H 0.2785 -2.8817 2.7049 -0.054 0.258 0.083
H 0.8246 -0.5821 3.4957 0.010 -0.026 -0.267
H -0.3801 1.8733 5.1055 -0.156 -0.318 -1.227
H -0.3640 0.1116 5.1343 -0.114 0.072 0.802
H 1.5461 1.3863 7.2263 -0.532 -0.679 0.144
H 0.0968 -1.3895 6.9572 -0.001 -0.133 -0.430
H 1.2827 -2.5345 7.5155 0.123 0.063 -0.114
H 1.1820 -2.2534 5.7867 -0.109 0.261 -0.039
H 4.0719 -1.1400 7.1343 0.248 0.191 0.389
C -2.5940 0.1085 0.9249 -0.010 -0.047 -0.011
C -3.5002 0.0175 -0.0473 -0.042 0.112 -0.057
C -4.3358 -1.2032 -0.1993 0.000 0.005 -0.002
O -5.1592 -1.2960 -1.0800 0.015 -0.019 0.020
C -4.1210 -2.3086 0.7715 0.004 -0.062 0.042
C -3.2137 -2.2088 1.7389 0.014 -0.044 0.017
C -2.3830 -0.9923 1.8888 -0.026 0.042 -0.054
O -1.5533 -0.9051 2.7795 0.044 0.052 0.188
H -1.9732 0.9872 1.0556 0.003 -0.006 0.024
H -3.6675 0.8217 -0.7661 0.023 -0.302 0.239
H -4.7390 -3.1884 0.6449 -0.015 0.018 -0.027
H -3.0415 -3.0023 2.4556 0.016 0.019 0.014
C 2.9849 -9.2662 6.1174 0.004 0.070 -0.020
C 1.8887 -8.9647 5.4272 -0.020 0.097 -0.015
C 1.4363 -7.5595 5.2820 -0.053 -0.103 -0.031
O 0.4353 -7.2800 4.6555 0.049 0.102 -0.007
C 2.2547 -6.5052 5.9319 0.055 0.075 0.029
C 3.3514 -6.8072 6.6205 -0.038 0.097 -0.029
C 3.8036 -8.2145 6.7669 0.034 -0.101 0.033
O 4.8040 -8.4883 7.3932 0.002 0.049 -0.022
H 3.3261 -10.2842 6.2367 -0.055 -0.018 0.066
H 1.2809 -9.7198 4.9489 -0.024 -0.001 0.034
H 1.9084 -5.4853 5.8132 -0.044 -0.018 -0.028
H 3.9612 -6.0532 7.1024 0.032 -0.042 0.024
C -2.9219 3.8268 -3.6535 -0.030 -0.052 -0.047
C -1.9177 4.3121 -4.3776 0.027 -0.173 -0.047
C -0.5353 3.8076 -4.2070 -0.032 0.037 -0.020
O 0.3838 4.2498 -4.8649 -0.003 -0.006 0.098
C -0.3115 2.7392 -3.2005 0.054 -0.048 0.080
C -1.3164 2.2548 -2.4778 0.016 -0.001 0.027
C -2.7005 2.7624 -2.6500 -0.047 0.039 -0.076
O -3.6197 2.3170 -1.9889 0.088 0.274 -0.179
H -3.9372 4.1841 -3.7624 0.011 0.036 0.043
H -2.0609 5.0889 -5.1151 0.002 0.012 0.015
H 0.7056 2.3837 -3.0934 0.009 0.019 -0.047
H -1.1750 1.4754 -1.7388 -0.022 -0.016 -0.014
C -0.8333 9.4141 -2.9260 0.029 -0.081 0.048
C -1.4005 8.2144 -3.0086 0.040 0.017 0.018
C -2.6145 7.9907 -3.8327 -0.068 0.065 -0.060
O -3.1284 6.8927 -3.9005 0.007 0.140 0.130
C -3.1721 9.1558 -4.5650 -0.044 0.195 0.064
C -2.6021 10.3566 -4.4798 -0.001 -0.123 0.021
C -1.3896 10.5812 -3.6562 0.003 0.106 -0.059
O -0.8695 11.6729 -3.5799 0.008 -0.026 0.026
H 0.0516 9.5977 -2.3299 0.001 0.046 -0.019
H -1.0091 7.3516 -2.4837 -0.026 -0.021 -0.019
H -4.0551 8.9751 -5.1638 0.138 -0.052 0.092
H -2.9917 11.2202 -5.0037 0.027 0.029 0.026
C 0.2506 3.0316 -10.8609 0.018 -0.079 0.014
C 0.4829 2.0215 -10.0267 0.003 0.018 -0.068
C 0.3810 2.1991 -8.5570 0.018 -0.033 0.017
O 0.5935 1.2795 -7.7946 -0.026 0.009 -0.002
C 0.0095 3.5439 -8.0535 -0.072 0.036 -0.021
C -0.2228 4.5539 -8.8877 -0.002 -0.044 0.054
C -0.1216 4.3779 -10.3575 -0.001 0.066 -0.039
O -0.3354 5.2970 -11.1179 -0.007 -0.017 0.008
H 0.3200 2.9233 -11.9358 -0.011 0.043 -0.004
H 0.7544 1.0330 -10.3747 0.004 -0.010 0.038
H -0.0594 3.6539 -6.9799 0.075 0.002 -0.040
H -0.4942 5.5425 -8.5391 0.006 0.014 -0.037
C -5.8691 8.5626 -8.3189 -0.027 0.029 -0.027
C -6.7764 8.4694 -9.2871 0.059 0.049 0.038
C -7.6121 7.2520 -9.4441 -0.048 -0.006 -0.057
O -8.4369 7.1647 -10.3255 0.010 0.002 0.016
C -7.3960 6.1452 -8.4780 0.038 -0.040 0.065
C -6.4881 6.2405 -7.5105 -0.032 -0.045 -0.025
C -5.6550 7.4564 -7.3552 0.022 -0.005 0.008
O -4.8271 7.5419 -6.4690 -0.184 -0.122 -0.251
H -5.2496 9.4411 -8.1886 0.018 -0.017 0.018
H -6.9480 9.2659 -9.9997 -0.029 -0.028 -0.021
H -8.0149 5.2666 -8.6079 -0.020 0.021 -0.036
H -6.3155 5.4446 -6.7972 0.027 0.027 0.021
C 1.7305 -13.3609 3.1589 -0.009 -0.034 -0.053
C 2.4514 -13.9676 2.2197 -0.078 0.022 0.031
C 3.9308 -13.8541 2.1919 0.026 -0.054 -0.060
O 4.5888 -14.4033 1.3372 -0.002 0.022 0.013
C 4.5739 -13.0392 3.2538 0.017 0.064 0.069
C 3.8520 -12.4330 4.1921 -0.018 -0.008 -0.015
C 2.3726 -12.5467 4.2184 -0.093 -0.065 0.019
O 1.7054 -11.9967 5.0740 0.167 -0.060 -0.090
H 0.6508 -13.4310 3.1958 0.002 0.020 0.041
H 2.0001 -14.5662 1.4389 0.041 -0.010 -0.014
H 5.6536 -12.9693 3.2180 -0.001 -0.030 -0.030
H 4.3064 -11.8365 4.9719 0.015 -0.022 0.016
```
Positions in Å, forces in eV/Å.

---

(5)
A structure of composition C22H28GaN4O3PTe in a non-equilibrium geometry, computed with wB97M-V/def2-TZVPD.

Values from the calculation:
- HOMO-LUMO gap (eV) = 5.63
- total charge = +2
- ΔE to the lowest compared entry with this formula, charge and spin (kcal/mol) = 23.02
- LUMO (Ha) = -0.245

Geometry as XYZ:
```
60
Properties=species:S:1:pos:R:3:forces:R:3
Ga -0.4874 0.7526 0.4957 0.518 1.496 -1.519
C -0.9252 3.5997 -0.4264 -0.252 0.469 0.138
N -0.1845 2.4508 -0.9756 -0.184 -0.514 0.503
C -0.7190 2.0053 -2.2700 -0.110 -0.229 -0.664
C -1.5340 0.7379 -2.2010 -0.050 -0.015 -0.374
C -1.8873 0.0727 -3.3668 -0.072 0.033 0.173
C -2.6938 -1.0491 -3.2819 0.036 0.132 0.171
C -3.1313 -1.4707 -2.0326 0.032 0.131 0.127
C -2.7015 -0.7822 -0.9182 -0.348 -0.375 0.033
N -1.9237 0.3014 -1.0053 0.811 0.091 0.712
C 1.2641 2.7045 -1.0295 0.763 -0.055 -0.112
C 2.0260 2.0731 0.1096 0.302 -0.015 -0.006
C 3.4006 1.9110 0.0303 -0.156 0.122 0.260
C 4.0647 1.2894 1.0759 -0.381 0.198 0.073
C 3.3388 0.8997 2.1980 -0.068 0.118 -0.049
C 1.9724 1.0816 2.1958 0.253 -0.131 0.318
N 1.3276 1.6438 1.1641 -0.681 -0.369 -0.333
C -1.6834 3.3888 0.8631 -0.083 0.477 -0.112
C -2.3692 4.4729 1.4056 0.069 -0.313 0.100
C -3.0662 4.3092 2.5901 0.181 -0.186 -0.204
C -3.0691 3.0577 3.1980 0.068 -0.116 -0.071
C -2.3653 2.0311 2.6036 -0.328 -0.089 0.544
N -1.6899 2.2042 1.4630 0.756 -1.224 -0.462
H -1.6575 3.9622 -1.1600 0.219 -0.073 0.095
H -0.2373 4.4321 -0.2382 -0.067 -0.148 -0.127
H 0.0962 1.8260 -2.9757 -0.079 0.085 0.129
H -1.3572 2.7778 -2.7194 0.193 -0.066 0.094
H -1.5286 0.4241 -4.3225 0.014 0.082 -0.062
H -2.9818 -1.5853 -4.1733 -0.012 -0.037 -0.072
H -3.7809 -2.3233 -1.9262 -0.037 -0.103 0.054
H -2.9815 -1.0828 0.0839 -0.025 -0.127 -0.063
H 1.4783 3.7809 -1.0297 -0.113 -0.147 -0.078
H 1.6830 2.3010 -1.9560 -0.125 0.045 0.135
H 3.9370 2.2406 -0.8456 0.020 0.021 -0.107
H 5.1264 1.1146 1.0175 0.124 -0.030 0.011
H 3.8290 0.4424 3.0427 -0.025 -0.046 0.074
H 1.3507 0.7683 3.0279 0.122 -0.052 -0.013
H -2.3395 5.4292 0.9043 -0.006 0.052 -0.051
H -3.5925 5.1412 3.0300 -0.083 0.064 0.065
H -3.6078 2.8862 4.1161 -0.005 -0.061 0.072
H -2.3232 1.0365 3.0339 -0.096 0.124 0.075
C 1.6970 -4.4333 2.6691 -0.036 0.227 -0.291
C 2.2157 -3.5739 1.5343 0.596 -0.510 0.515
O 1.0925 -2.9877 0.8649 -0.350 0.292 -0.360
P 1.2524 -2.0279 -0.3862 0.466 0.310 -0.201
O 0.5670 -0.6919 0.0457 -1.187 0.941 0.698
Te 3.4242 -1.6009 -1.1685 -0.445 -0.288 0.050
O 0.2128 -2.5908 -1.4464 -0.091 0.421 0.350
C 0.5332 -3.8411 -2.0811 0.110 -0.757 -0.342
C -0.1893 -5.0023 -1.4259 0.030 0.332 -0.047
H 2.5317 -4.9229 3.1616 0.076 -0.043 0.070
H 1.0212 -5.1958 2.2894 -0.033 -0.079 0.005
H 1.1644 -3.8245 3.3951 -0.048 0.012 0.113
H 2.7795 -4.1794 0.8173 -0.022 0.159 0.079
H 2.8669 -2.7764 1.9078 -0.042 -0.115 -0.116
H 1.6178 -3.9993 -2.0437 -0.117 0.109 -0.123
H 0.2346 -3.7290 -3.1261 0.128 -0.010 0.116
H 0.0130 -5.0302 -0.3581 0.035 -0.046 0.053
H 0.1537 -5.9310 -1.8723 -0.016 -0.120 -0.054
H -1.2618 -4.9159 -1.5731 -0.152 -0.056 0.008
```
Positions in Å, forces in eV/Å.